# C20H24N2O3

A molecular structure, C20H24N2O3 in a non-equilibrium geometry (ωB97M-V with the def2-TZVPD basis set, the Open Molecules 2025 dataset).

```
! wB97M-V def2-TZVPD RIJCOSX def2/J DEFGRID3
* xyz 0 1
C 1.481 2.061 2.789
C 1.258 2.517 1.439
C 0.250 1.949 0.513
C 0.236 2.454 -0.745
C 1.040 3.568 -1.102
C 2.162 4.061 -0.398
C 2.401 3.623 0.925
H 2.837 4.129 1.490
H 2.662 4.878 -0.865
H 1.039 3.787 -2.257
O -0.709 1.813 -1.738
C -0.661 1.900 -3.051
C 0.621 1.151 -3.247
C 0.874 -0.265 -2.701
O 0.194 -1.165 -2.819
N 1.932 -0.085 -1.646
H 2.196 0.819 -1.218
C 2.210 -1.172 -0.711
H 2.008 -2.169 -1.372
H 3.181 -1.029 -0.359
C 1.022 -1.238 0.394
O 1.466 -0.987 1.379
N -0.059 -1.936 -0.152
C -1.058 -2.217 0.654
C -2.706 -1.591 0.177
C -3.639 -2.022 1.068
C -3.444 -2.648 2.399
C -2.366 -3.230 2.508
C -0.976 -2.925 1.891
C 0.239 -3.589 2.380
H 0.743 -2.772 2.680
H -0.065 -4.206 3.113
H 0.704 -4.010 1.465
H -2.173 -3.707 3.650
H -4.343 -2.845 2.856
H -4.595 -1.689 0.549
C -2.708 -0.810 -0.933
H -1.749 -0.117 -0.934
H -3.578 -0.616 -1.206
H -2.082 -1.438 -1.988
H -0.072 -2.080 -0.967
H 1.782 1.667 -3.508
H 0.599 0.860 -4.483
H -1.392 1.283 -3.135
H -0.681 2.898 -3.458
H -0.359 1.222 1.020
H 0.580 2.372 3.472
H 1.512 0.972 2.964
H 2.184 2.571 3.215
*
```

Computed properties:
- LUMO energy (eV) = 0.62
- HOMO-LUMO gap (eV) = 8.7
- E_HOMO (Eh) = -0.2953
- largest force on an atom (eV Å⁻¹) = 18.6

Results of the Löwdin charge analysis, in e, for atoms 1 through 6:
1. C -0.09
2. C -0.11
3. C 0.01
4. C -0.20
5. C -0.05
6. C -0.09

=====

# C20H24N2O4

C20H24N2O4 in the gas phase (ωB97M-V with the def2-TZVPD basis set, the Open Molecules 2025 dataset).

```
! wB97M-V def2-TZVPD RIJCOSX def2/J DEFGRID3
* xyz 0 1
C 2.455 3.731 0.220
C 1.054 3.628 -0.368
H 0.369 3.239 0.386
C 0.962 2.725 -1.604
N 1.284 1.337 -1.295
C 2.470 0.756 -1.638
C 2.709 -0.554 -1.335
C 1.729 -1.300 -0.624
C 0.514 -0.710 -0.280
C 0.264 0.653 -0.637
O -0.787 1.265 -0.406
C -0.486 -1.531 0.442
O -0.236 -2.710 0.744
N -1.645 -0.917 0.732
C -2.771 -1.409 1.389
C -3.845 -0.538 1.551
C -5.002 -0.942 2.190
C -5.106 -2.238 2.684
C -4.030 -3.111 2.522
C -2.877 -2.708 1.884
H -2.055 -3.394 1.767
H -4.122 -4.113 2.908
O -6.196 -2.746 3.331
C -7.309 -1.910 3.523
H -8.045 -2.515 4.052
H -7.734 -1.577 2.570
H -7.057 -1.036 4.133
H -5.812 -0.237 2.296
H -3.770 0.470 1.169
H -1.695 0.058 0.409
O 2.022 -2.553 -0.323
H 1.217 -2.922 0.166
C 3.974 -1.276 -1.709
C 4.751 -0.546 -2.793
C 4.869 0.919 -2.401
C 3.488 1.569 -2.391
H 3.139 1.684 -3.424
H 3.577 2.563 -1.955
H 5.314 0.991 -1.407
H 5.512 1.458 -3.098
H 4.228 -0.628 -3.747
H 5.739 -0.994 -2.909
H 4.593 -1.380 -0.812
H 3.712 -2.286 -2.028
H -0.077 2.734 -1.948
H 1.598 3.090 -2.406
H 0.703 4.621 -0.656
H 3.138 4.214 -0.476
H 2.430 4.326 1.130
H 2.844 2.747 0.473
*
```

Computed properties:
- LUMO energy (eV) = 0.56
- HOMO-LUMO gap (eV) = 8.2
- E_HOMO (Eh) = -0.2808
- largest force on an atom (eV Å⁻¹) = 0.7
- SMILES = CCCn1c2c(c(O)c(C(=O)Nc3ccc(OC)cc3)c1=O)CCCC2

Results of the Löwdin charge analysis, in e, for atoms 1 through 6:
1. C -0.10
2. C -0.21
3. H 0.10
4. C -0.14
5. N 0.05
6. C -0.13

=====

# C20H24N2O5S

C20H24N2O5S in the gas phase in a non-equilibrium geometry (ωB97M-V with the def2-TZVPD basis set, the Open Molecules 2025 dataset).

```
! wB97M-V def2-TZVPD RIJCOSX def2/J DEFGRID3
* xyz 0 1
C -7.929 0.366 1.816
C -6.420 0.185 1.754
H -5.897 1.069 2.124
H -6.118 -0.698 2.326
O -5.971 0.035 0.403
C -6.036 -1.175 -0.131
O -6.435 -2.165 0.422
C -5.534 -1.177 -1.577
O -4.745 -0.066 -1.919
C -3.573 0.133 -1.263
C -2.886 1.305 -1.602
C -1.685 1.605 -0.998
C -1.160 0.738 -0.055
C -1.823 -0.422 0.285
C -3.031 -0.734 -0.317
H -3.539 -1.643 -0.034
H -1.389 -1.070 1.031
S 0.397 1.151 0.713
O 0.702 0.147 1.698
O 0.374 2.521 1.134
N 1.404 1.061 -0.632
C 2.546 1.952 -0.618
H 2.202 2.907 -0.221
C 3.666 1.381 0.251
N 4.036 0.068 -0.245
C 5.330 -0.397 -0.019
C 6.418 0.406 -0.378
C 7.713 -0.044 -0.224
C 7.965 -1.309 0.281
C 6.898 -2.116 0.632
C 5.596 -1.669 0.490
H 4.788 -2.314 0.799
H 7.076 -3.103 1.034
H 8.979 -1.660 0.398
H 8.535 0.597 -0.511
H 6.245 1.385 -0.799
C 2.919 -0.849 -0.170
H 3.213 -1.812 -0.592
C 1.761 -0.288 -1.007
H 0.873 -0.910 -0.883
H 2.044 -0.273 -2.065
H 2.569 -0.989 0.863
H 4.529 2.044 0.239
H 3.292 1.308 1.286
H 2.889 2.077 -1.650
H -1.144 2.507 -1.234
H -3.327 1.959 -2.336
H -6.409 -1.123 -2.233
H -5.019 -2.127 -1.767
H -8.230 0.545 2.844
H -8.232 1.213 1.205
H -8.427 -0.530 1.455
*
```

Computed properties:
- LUMO energy (eV) = 0.65
- HOMO-LUMO gap (eV) = 8.5
- E_HOMO (Eh) = -0.2874
- largest force on an atom (eV Å⁻¹) = 1.0
- SMILES = CCOC(=O)COc1ccc(S(=O)(=O)N2CCN(c3ccccc3)CC2)cc1

Results of the Löwdin charge analysis, in e, for atoms 1 through 6:
1. C -0.06
2. C -0.20
3. H 0.13
4. H 0.13
5. O 0.01
6. C -0.50

=====

# C20H24N2O5S

C20H24N2O5S in the gas phase in a non-equilibrium geometry (ωB97M-V with the def2-TZVPD basis set, the Open Molecules 2025 dataset).

```
! wB97M-V def2-TZVPD RIJCOSX def2/J DEFGRID3
* xyz 0 1
C -5.300 -2.069 2.346
C -5.167 -2.130 0.828
O -4.228 -1.200 0.325
C -4.541 0.138 0.306
C -5.795 0.678 0.535
C -5.988 2.050 0.456
C -4.935 2.889 0.152
C -3.673 2.365 -0.079
C -3.467 0.997 -0.004
N -2.229 0.386 -0.226
C -1.048 0.943 -0.598
O -0.853 2.124 -0.788
C 0.047 -0.079 -0.734
C 1.190 0.098 0.038
C 2.230 -0.800 -0.061
C 2.163 -1.872 -0.929
C 1.036 -2.037 -1.712
C -0.034 -1.148 -1.632
C -1.230 -1.347 -2.515
H -1.696 -0.397 -2.765
H -0.938 -1.848 -3.435
H -1.974 -1.971 -2.020
H 0.980 -2.864 -2.404
H 2.993 -2.558 -0.975
S 3.720 -0.570 0.899
O 3.473 0.423 1.908
O 4.215 -1.850 1.315
N 4.737 -0.012 -0.317
C 6.128 -0.412 -0.215
H 6.143 -1.441 0.143
C 6.883 0.507 0.748
H 7.952 0.285 0.746
O 6.761 1.857 0.355
C 5.407 2.261 0.343
H 5.406 3.305 0.025
C 4.585 1.399 -0.619
H 3.526 1.647 -0.545
H 4.923 1.556 -1.649
H 4.978 2.177 1.350
H 6.477 0.370 1.762
H 6.568 -0.356 -1.216
H 1.264 0.927 0.725
H -2.253 -0.614 -0.077
H -2.843 3.007 -0.318
H -5.088 3.955 0.094
H -6.973 2.453 0.637
H -6.636 0.045 0.770
H -6.141 -1.996 0.344
H -4.767 -3.103 0.527
H -4.332 -2.245 2.811
H -5.996 -2.833 2.683
H -5.662 -1.095 2.664
*
```

Computed properties:
- LUMO energy (eV) = 0.51
- HOMO-LUMO gap (eV) = 8.9
- E_HOMO (Eh) = -0.3076
- largest force on an atom (eV Å⁻¹) = 1.0
- SMILES = CCOc1ccccc1NC(=O)c1cc(S(=O)(=O)N2CCOCC2)ccc1C

Results of the Löwdin charge analysis, in e, for atoms 1 through 6:
1. C -0.06
2. C -0.24
3. O -0.07
4. C -0.20
5. C -0.03
6. C -0.09

=====

Which value of E_HOMO does entry 3 give? -0.2874 Eh